[1]
Here is a structure of composition C24H31Cl5CrN7O7P from OMol25. Energies are from wB97M-V/def2-TZVPD.

As for the gap between HOMO and LUMO (spin up / spin down): 7.0 / 6.9 eV. Its total charge is +1. As for the energy above the lowest of the compared OMol25 structures with the same formula, charge and spin: 157.64 kJ/mol. Its spin multiplicity is 4. As for the HOMO energy (spin up / spin down): -10.8 / -10.9 eV.

Element x y z (Å)
Cr  0.261  1.221  -0.216
N  -1.275  1.993  0.925
N  -2.593  1.631  0.547
C  -3.284  2.235  -0.480
N  -4.477  1.799  -0.762
N  -2.642  3.222  -1.106
N  -3.182  3.839  -2.249
O  -4.278  3.490  -2.670
O  -2.457  4.746  -2.692
H  -1.238  1.586  1.881
H  -1.237  3.032  1.059
H  -2.702  0.586  0.676
H  -4.982  1.253  -0.070
H  -4.877  2.273  -1.579
Cl  -0.081  -2.476  -6.297
C  0.327  -1.759  -4.799
C  -0.549  -1.003  -4.075
Cl  -2.219  -0.847  -4.486
C  -0.104  -0.356  -2.897
Cl  -1.306  0.432  -1.895
C  1.217  -0.335  -2.460
O  1.549  0.435  -1.469
C  2.175  -1.083  -3.235
Cl  3.831  -0.653  -3.008
C  1.666  -1.815  -4.300
Cl  2.864  -2.563  -5.354
N  0.391  3.039  -1.277
C  1.059  4.031  -0.419
C  0.917  5.381  -0.596
C  1.661  6.278  0.268
C  2.603  5.739  1.097
C  2.705  4.380  1.314
C  3.573  3.780  2.251
C  3.469  2.410  2.472
C  2.501  1.662  1.787
N  1.786  2.176  0.804
C  1.846  3.520  0.579
H  0.936  2.915  -2.129
H  -0.570  3.389  -1.471
H  0.169  5.759  -1.349
H  1.542  7.363  0.330
H  3.118  6.507  1.728
H  4.339  4.349  2.758
H  4.063  1.979  3.275
H  2.377  0.551  2.052
C  0.169  -3.758  4.015
C  0.687  -2.726  3.024
C  1.737  -3.285  2.046
C  1.288  -1.551  3.794
O  -0.538  -2.302  2.322
P  -0.833  -1.431  1.051
O  -2.251  -0.940  1.093
O  0.210  -0.301  1.057
O  -0.538  -2.317  -0.256
C  -1.333  -3.519  -0.659
C  -2.575  -3.161  -1.359
C  -0.277  -4.109  -1.599
C  -1.567  -4.469  0.507
H  1.001  -4.205  4.528
H  -0.496  -4.464  3.495
H  -0.496  -3.323  4.739
H  2.493  -3.628  2.698
H  2.082  -2.498  1.356
H  1.399  -4.129  1.398
H  2.175  -1.915  4.347
H  0.586  -1.148  4.492
H  1.570  -0.788  3.064
H  -2.276  -2.363  -2.031
H  -3.263  -2.806  -0.582
H  -2.967  -4.009  -1.984
H  0.013  -3.395  -2.365
H  -0.618  -5.107  -2.030
H  0.567  -4.342  -1.004
H  -2.211  -3.976  1.253
H  -0.667  -4.769  1.065
H  -1.964  -5.359  0.059

These are the Löwdin partial charges, in e, on atoms 1 to 4: number 1, Cr, carries 0.77; number 2, N, carries -0.02; number 3, N, carries -0.01; number 4, C, carries -0.48

=====

[2]
Here is a structure of composition C24H31CoN4P from OMol25. Energies are from wB97M-V/def2-TZVPD.

As for the gap between HOMO and LUMO (spin up / spin down): 7.1 / 7.2 eV. Its total charge is +3. As for the HOMO energy (spin up / spin down): -18.1 / -18.1 eV.

Element x y z (Å)
Co  -0.229  0.739  0.364
C  -2.606  2.171  0.228
C  -2.710  1.135  1.317
N  -1.924  -0.057  0.878
C  -1.700  -1.054  1.979
C  -0.487  -0.644  2.760
C  -0.186  -0.920  4.072
C  1.022  -0.437  4.580
C  1.895  0.309  3.790
C  1.538  0.547  2.481
C  2.338  1.265  1.437
N  1.454  1.760  0.317
C  1.029  3.199  0.385
C  -0.430  3.280  0.769
N  -1.175  2.355  -0.132
N  0.379  0.061  2.008
H  -3.049  3.118  0.535
H  -3.129  1.835  -0.668
H  -3.749  0.868  1.508
H  -2.283  1.494  2.256
H  -2.430  -0.525  0.126
H  -1.503  -2.022  1.513
H  -2.592  -1.159  2.596
H  -0.864  -1.485  4.699
H  1.279  -0.633  5.614
H  2.822  0.694  4.198
H  3.025  0.535  0.998
H  2.936  2.078  1.844
H  2.015  1.646  -0.521
H  1.160  3.626  -0.610
H  1.660  3.770  1.063
H  -0.806  4.300  0.690
H  -0.592  2.953  1.800
H  -1.110  2.700  -1.086
C  -0.043  1.087  -2.989
P  0.015  -0.175  -1.710
C  -1.196  -1.424  -2.013
C  -2.511  -1.022  -2.287
C  -3.478  -1.975  -2.563
C  -3.138  -3.326  -2.566
C  -1.834  -3.722  -2.312
C  -0.855  -2.774  -2.035
C  1.655  -0.806  -1.478
C  2.710  -0.308  -2.250
C  4.004  -0.753  -2.015
C  4.245  -1.693  -1.019
C  3.195  -2.190  -0.251
C  1.901  -1.747  -0.473
H  0.245  0.654  -3.948
H  0.630  1.914  -2.756
H  -1.066  1.454  -3.085
H  -2.776  0.033  -2.334
H  -4.490  -1.670  -2.798
H  -3.893  -4.068  -2.791
H  -1.568  -4.770  -2.344
H  0.168  -3.092  -1.871
H  2.532  0.394  -3.057
H  4.819  -0.385  -2.624
H  5.252  -2.054  -0.852
H  3.388  -2.937  0.509
H  1.089  -2.151  0.123

These are the Löwdin partial charges, in e, on atoms 1 to 4: number 1, Co, carries 0.42; number 2, C, carries -0.12; number 3, C, carries -0.12; number 4, N, carries -0.09

=====

[3]
Here is a structure of composition C24H31F2N5RuSSe from OMol25. Energies are from wB97M-V/def2-TZVPD.

As for the gap between HOMO and LUMO (spin up / spin down): 7.8 / 5.5 eV. Its total charge is +2. As for the energy above the lowest of the compared OMol25 structures with the same formula, charge and spin: 53.28 kJ/mol. Its spin multiplicity is 5. As for the HOMO energy (spin up / spin down): -14.1 / -14.1 eV.

Element x y z (Å)
Ru  -0.569  -0.578  -0.678
N  -2.179  -3.223  1.223
C  -1.592  -2.195  1.877
N  -1.121  -1.112  1.285
C  -0.619  -0.201  2.229
C  -0.159  1.077  1.939
C  0.339  1.848  2.976
C  0.360  1.361  4.283
C  -0.133  0.101  4.582
C  -0.624  -0.668  3.537
S  -1.369  -2.245  3.589
H  -2.709  -2.993  0.396
H  -2.590  -3.950  1.788
H  -0.243  1.503  0.942
H  0.689  2.851  2.774
H  0.743  1.983  5.080
H  -0.143  -0.262  5.601
C  2.086  -5.453  -0.798
C  0.717  -5.011  -0.332
N  0.600  -3.558  -0.490
C  1.621  -2.690  -0.564
N  1.324  -1.373  -0.729
C  2.448  -0.425  -0.871
C  3.695  -1.083  -1.418
C  4.031  -2.264  -0.542
N  2.867  -3.151  -0.460
C  3.124  -4.565  -0.145
H  2.161  -5.376  -1.884
H  2.258  -6.491  -0.523
H  0.558  -5.277  0.715
H  -0.071  -5.473  -0.923
H  -0.334  -3.200  -0.586
H  2.659  0.028  0.104
H  2.136  0.376  -1.540
H  4.517  -0.369  -1.423
H  3.531  -1.412  -2.446
H  4.323  -1.942  0.461
H  4.853  -2.843  -0.958
H  3.127  -4.699  0.940
H  4.122  -4.797  -0.508
C  -2.692  6.361  0.076
C  -2.131  5.090  -0.488
C  -0.802  4.737  -0.282
C  -0.258  3.573  -0.810
C  1.211  3.294  -0.640
C  -1.113  2.744  -1.542
Se  -0.353  1.147  -2.329
C  -2.444  3.073  -1.814
C  -3.329  2.264  -2.714
C  -2.927  4.250  -1.261
H  -2.032  6.792  0.826
H  -3.667  6.189  0.531
H  -2.826  7.099  -0.718
H  -0.163  5.391  0.299
H  1.623  3.876  0.183
H  1.760  3.571  -1.544
H  1.425  2.245  -0.436
H  -3.106  1.199  -2.670
H  -3.215  2.576  -3.754
H  -4.376  2.386  -2.443
H  -3.959  4.524  -1.449
F  -3.447  -0.892  -0.373
C  -2.503  -0.925  -1.326
F  -2.204  -2.277  -1.576
H  -2.908  -0.536  -2.251

These are the Löwdin partial charges, in e, on atoms 1 to 4: number 1, Ru, carries 1.14; number 2, N, carries 0.13; number 3, C, carries -0.66; number 4, N, carries -0.06

=====

[4]
Here is a structure of composition C24H31IN3O4RuS4 from OMol25. Energies are from wB97M-V/def2-TZVPD.

As for the gap between HOMO and LUMO (spin up / spin down): 5.8 / 6.0 eV. Its total charge is +2. As for the energy above the lowest of the compared OMol25 structures with the same formula, charge and spin: 0.00 kJ/mol. Its spin multiplicity is 2. As for the HOMO energy (spin up / spin down): -13.2 / -13.2 eV.

Element x y z (Å)
Ru  0.289  0.429  -0.589
C  0.910  -2.927  -1.045
C  -0.217  -3.268  -0.080
S  -1.132  -1.836  0.619
C  -0.659  -1.900  2.401
C  -0.105  -0.614  2.991
S  1.170  0.289  2.038
C  2.658  -0.768  1.994
C  2.599  -1.987  1.095
S  2.058  -1.560  -0.605
H  0.499  -2.592  -2.001
H  1.521  -3.817  -1.215
H  0.125  -3.885  0.749
H  -0.966  -3.841  -0.632
H  0.037  -2.723  2.537
H  -1.584  -2.145  2.926
H  0.309  -0.823  3.980
H  -0.894  0.134  3.095
H  2.896  -1.057  3.018
H  3.432  -0.085  1.625
H  1.937  -2.756  1.478
H  3.605  -2.398  0.988
I  -1.968  1.883  0.636
C  -3.109  1.555  -1.160
C  -4.438  1.904  -1.182
C  -5.135  1.832  -2.391
C  -4.483  1.463  -3.545
C  -3.124  1.094  -3.530
C  -2.423  0.755  -4.707
C  -1.098  0.385  -4.667
C  -0.432  0.308  -3.437
C  -1.078  0.640  -2.258
C  -2.415  1.088  -2.289
H  -4.939  2.246  -0.289
H  -6.181  2.099  -2.413
H  -5.005  1.462  -4.489
H  -2.944  0.808  -5.652
H  -0.571  0.136  -5.577
H  0.609  -0.016  -3.429
C  7.086  1.012  2.783
C  7.346  1.376  1.339
S  5.786  1.857  0.550
O  4.976  0.680  0.281
O  5.112  2.872  1.311
C  6.256  2.536  -1.101
C  5.199  3.516  -1.600
N  3.871  3.106  -1.192
C  3.243  1.968  -1.547
N  2.118  1.821  -0.855
C  2.021  2.880  -0.011
C  3.104  3.692  -0.210
N  3.356  4.925  0.468
O  2.602  5.175  1.371
O  4.259  5.620  0.069
C  3.716  1.020  -2.580
H  8.017  0.733  3.272
H  6.389  0.179  2.853
H  6.664  1.870  3.303
H  7.737  0.547  0.756
H  7.995  2.244  1.258
H  6.360  1.662  -1.735
H  7.215  3.035  -0.998
H  5.227  3.598  -2.691
H  5.373  4.506  -1.168
H  1.210  3.017  0.686
H  4.160  1.541  -3.426
H  2.882  0.410  -2.925
H  4.464  0.353  -2.149

These are the Löwdin partial charges, in e, on atoms 1 to 4: number 1, Ru, carries 0.74; number 2, C, carries -0.47; number 3, C, carries -0.47; number 4, S, carries 0.86

=====

[5]
Here is the molecule C24H31N3O2 from OMol25. Energies are from wB97M-V/def2-TZVPD.

As for the gap between HOMO and LUMO: 8.4 eV. The SMILES is c1ccc(CN2CCC(N3CCN(Cc4ccc5c(c4)OCO5)CC3)CC2)cc1. As for the energy above the lowest of the compared OMol25 structures with the same formula, charge and spin: 291.36 kJ/mol. As for the HOMO energy: -7.8 eV.

Element x y z (Å)
C  0.884  -2.793  -6.804
C  1.811  -1.808  -6.503
C  1.672  -1.052  -5.355
C  0.608  -1.274  -4.489
C  -0.313  -2.266  -4.794
C  -0.178  -3.020  -5.947
H  -0.903  -3.789  -6.174
H  -1.144  -2.450  -4.127
C  0.466  -0.432  -3.248
N  1.741  -0.315  -2.560
C  1.792  0.743  -1.573
C  1.031  0.422  -0.280
H  -0.030  0.298  -0.505
H  1.136  1.252  0.422
C  1.598  -0.873  0.325
N  1.032  -1.284  1.604
C  1.497  -0.475  2.718
C  1.047  -1.113  4.039
N  -0.379  -1.331  4.139
C  -0.856  -2.018  2.960
C  -0.417  -1.377  1.637
H  -0.751  -2.014  0.816
H  -0.892  -0.389  1.533
H  -1.944  -2.085  2.998
H  -0.443  -3.033  2.997
C  -1.189  -0.247  4.664
C  -1.289  1.012  3.829
C  -0.372  2.040  3.995
C  -0.377  3.178  3.191
C  -1.338  3.247  2.214
C  -2.283  2.233  2.054
C  -2.284  1.115  2.850
H  -3.026  0.344  2.719
O  -3.128  2.557  1.024
C  -2.684  3.806  0.539
O  -1.567  4.232  1.287
H  -2.402  3.709  -0.522
H  -3.495  4.546  0.631
H  0.343  3.969  3.324
H  0.376  1.958  4.769
H  -0.773  0.006  5.644
H  -2.193  -0.656  4.818
H  1.378  -0.499  4.879
H  1.524  -2.097  4.117
H  2.589  -0.447  2.695
H  1.122  0.561  2.659
C  1.491  -1.989  -0.718
C  2.220  -1.565  -2.001
H  2.122  -2.340  -2.764
H  3.285  -1.435  -1.782
H  0.446  -2.195  -0.949
H  1.934  -2.903  -0.322
H  2.668  -0.710  0.517
H  1.403  1.660  -2.024
H  2.848  0.909  -1.331
H  -0.337  -0.846  -2.617
H  0.164  0.578  -3.545
H  2.391  -0.287  -5.107
H  2.643  -1.629  -7.169
H  0.991  -3.383  -7.703

These are the Löwdin partial charges, in e, on atoms 1 to 4: number 1, C, carries -0.10; number 2, C, carries -0.08; number 3, C, carries -0.04; number 4, C, carries -0.23

=====

[6]
Here is a structure of composition C24H31N3O3S from OMol25. Energies are from wB97M-V/def2-TZVPD.

As for the gap between HOMO and LUMO: 8.4 eV. As for the energy above the lowest of the compared OMol25 structures with the same formula, charge and spin: 2191.86 kJ/mol. As for the HOMO energy: -8.3 eV.

Element x y z (Å)
C  -5.854  -2.225  1.805
H  -6.110  -1.847  0.768
H  -6.154  -1.511  2.485
H  -6.217  -3.272  1.829
C  -4.355  -2.371  1.611
C  -3.923  -0.889  1.430
N  -4.237  -0.679  0.153
S  -4.207  1.062  -0.608
O  -4.650  1.093  -1.952
O  -4.911  1.711  0.482
C  -2.529  1.759  -0.365
C  -2.081  2.135  0.713
C  -0.611  2.174  0.803
C  0.231  2.259  -0.138
C  -0.316  1.690  -1.510
C  -1.722  1.365  -1.359
H  -2.049  0.888  -2.357
H  0.306  1.545  -2.157
C  1.750  2.703  -0.134
O  1.909  3.800  0.287
N  2.529  1.635  -0.391
C  2.215  0.312  -0.164
H  1.256  0.130  -0.257
C  2.935  -0.368  1.091
N  4.406  0.052  0.746
C  5.427  -0.916  0.352
C  6.717  -0.933  0.615
C  7.697  -1.412  0.025
C  7.209  -2.660  -0.655
C  5.979  -2.875  -0.942
C  4.995  -1.896  -0.514
H  3.917  -2.231  -0.820
H  5.665  -3.611  -1.629
H  8.013  -3.396  -1.226
H  8.670  -1.466  0.279
H  7.066  0.243  1.319
C  4.641  1.322  0.849
H  5.674  1.571  1.316
C  3.965  2.021  -0.197
H  3.946  3.192  -0.058
H  4.567  1.542  -0.958
H  4.003  1.786  2.164
H  2.746  -1.539  0.961
H  2.480  -0.137  1.841
H  2.668  -0.140  -1.304
H  -0.073  2.689  1.822
H  -2.573  2.070  1.683
C  -3.365  -1.615  -0.877
H  -3.729  -1.062  -2.031
C  -4.112  -2.829  -0.595
C  -3.242  -3.837  -1.607
H  -3.425  -3.597  -2.653
H  -3.439  -4.835  -1.474
H  -2.128  -3.950  -1.283
C  -3.629  -3.300  0.945
H  -4.109  -4.125  1.260
H  -2.692  -3.325  0.946
H  -5.134  -2.926  -0.797
H  -2.371  -1.327  -0.775
H  -4.238  -0.040  2.239
H  -2.721  -0.805  1.490
H  -4.003  -2.414  2.878

These are the Löwdin partial charges, in e, on atoms 1 to 4: number 1, C, carries -0.05; number 2, H, carries 0.09; number 3, H, carries 0.06; number 4, H, carries 0.10